[1]
Here is 7 unconnected molecules or ions with the total composition C51H91NO13PS3 in a non-equilibrium geometry from the Open Molecules 2025 dataset. Energies are from wB97M-V/def2-TZVPD.

As for the orbital gap: 7.929 eV. For the LUMO energy, the calculation gives -1.95 eV. As for the strongest force on any atom: 5.29 eV/A. As for the net charge: +1.

Geometry (Å):
C1 -4.55964 -1.07967 5.17293
C2 -6.00012 -0.65051 5.07885
C3 -6.14678 0.75952 4.53044
C4 -7.23137 0.86701 3.51903
C5 -6.96756 0.10909 2.23236
C6 -7.35635 0.84536 0.97747
C7 -6.65310 2.15420 0.71163
C8 -5.32921 1.98513 0.05590
N1 -4.67288 3.25875 -0.31179
C9 -4.51255 4.22296 0.81135
C10 -3.35984 4.13944 1.78644
C11 -3.26204 2.96664 2.76807
C12 -2.02285 2.08986 2.52177
C13 -2.20832 0.60610 2.79265
C14 -1.53443 -0.32732 1.81685
C15 -2.43206 -1.33473 1.12049
C16 -2.14306 -2.68910 1.66943
C17 -3.59371 3.07620 -1.00681
S1 -2.61446 4.25006 -1.53944
S2 -3.24064 1.42424 -1.42595
C18 -2.36952 1.47035 -2.97446
C19 -1.21994 0.51992 -2.84007
C20 -0.53300 0.21345 -4.13382
S3 1.14695 0.88179 -4.30804
C21 0.94397 2.64500 -4.55899
C22 0.70007 3.38325 -3.31512
C23 1.49860 4.53268 -3.16236
O1 0.14289 4.54643 -3.48018
P1 2.13984 0.40753 -2.44668
C24 3.30238 1.71743 -1.93993
C25 2.97272 2.08932 -0.49060
C26 2.93971 -1.21758 -2.67023
C27 4.41671 -1.17106 -2.99635
H1 -4.25845 -1.62331 4.30557
H2 -4.40354 -1.72016 6.00957
H3 -3.90192 -0.24922 5.28855
H4 -6.40465 -0.68543 6.05647
H5 -6.48809 -1.33340 4.41929
H6 -6.32203 1.42366 5.34098
H7 -5.19493 1.03482 4.13607
H8 -7.48698 1.88552 3.35342
H9 -8.09075 0.44433 3.98672
H10 -7.57965 -0.76015 2.26113
H11 -5.96642 -0.26168 2.21420
H12 -7.22961 0.18541 0.14553
H13 -8.39235 1.06591 1.06433
H14 -6.50532 2.61235 1.66019
H15 -7.30795 2.79213 0.16119
H16 -4.72031 1.31934 0.62655
H17 -5.51113 1.46817 -0.85328
H18 -5.40344 4.29865 1.38644
H19 -4.38760 5.16292 0.34213
H20 -3.48544 5.00759 2.39044
H21 -2.42007 4.25650 1.31179
H22 -3.14443 3.36035 3.74963
H23 -4.15974 2.39129 2.77712
H24 -1.68549 2.31184 1.53316
H25 -1.28455 2.46594 3.18955
H26 -1.86401 0.43989 3.78110
H27 -3.25779 0.40204 2.79286
H28 -0.92319 0.19596 1.12111
H29 -0.86855 -0.93301 2.38530
H30 -2.20289 -1.35739 0.08181
H31 -3.47200 -1.09717 1.19094
H32 -1.12831 -2.94916 1.48710
H33 -2.74252 -3.40415 1.14525
H34 -2.40523 -2.76605 2.69873
H35 -3.01401 1.04976 -3.70916
H36 -2.10196 2.44749 -3.31131
H37 -0.55981 0.82023 -2.05824
H38 -1.66307 -0.39033 -2.51132
H39 -1.05347 0.58457 -4.97978
H40 -0.39126 -0.82953 -4.25127
H41 0.05817 2.77533 -5.12715
H42 1.80335 3.08244 -4.99686
H43 0.48870 2.85041 -2.47060
H44 1.63505 4.94502 -2.20349
H45 1.97810 4.93823 -4.00394
H46 4.30609 1.37013 -1.94212
H47 3.27148 2.58614 -2.55674
H48 3.52433 1.45392 0.16073
H49 3.15161 3.11984 -0.30103
H50 1.95053 1.87526 -0.31062
H51 2.43681 -1.66328 -3.50251
H52 2.72053 -1.82831 -1.83721
H53 4.68952 -0.26950 -3.48250
H54 4.96353 -1.19891 -2.08956
H55 4.70741 -1.95916 -3.64572
O2 1.98396 -3.30452 2.77247
C28 1.71276 -4.45300 2.55799
O3 0.46659 -4.90760 2.75905
C29 0.40326 -6.33312 2.52635
C30 1.60221 -6.63514 1.63053
C31 2.61854 -5.58081 2.08883
H56 0.45957 -6.84426 3.48712
H57 -0.53839 -6.58444 2.05050
H58 1.94987 -7.66116 1.71415
H59 1.33832 -6.45415 0.58774
H60 3.21729 -5.92317 2.93314
H61 3.26444 -5.24961 1.28216
O4 0.37715 -10.11601 1.84524
C32 -0.76806 -10.02128 1.52443
O5 -1.60265 -9.10155 2.07166
C33 -2.94382 -9.28910 1.57258
C34 -2.77865 -10.04124 0.25531
C35 -1.52585 -10.88026 0.52411
H62 -3.50897 -9.85994 2.31033
H63 -3.41584 -8.31956 1.44253
H64 -3.65461 -10.62317 -0.01898
H65 -2.57969 -9.33555 -0.55122
H66 -1.76320 -11.83502 0.99331
H67 -0.93456 -11.03982 -0.37103
O6 6.47175 -0.74892 -6.63559
C36 5.64027 0.06821 -6.88119
O7 5.36922 1.10777 -6.04452
C37 4.25384 1.86312 -6.54424
C38 4.18786 1.56071 -8.03478
C39 4.71016 0.11996 -8.08475
H68 3.35979 1.53074 -6.00755
H69 4.41835 2.92036 -6.34311
H70 3.19234 1.68656 -8.45815
H71 4.87093 2.22560 -8.57654
H72 3.91503 -0.61412 -7.94092
H73 5.25312 -0.09146 -8.99979
O8 3.25692 1.95350 2.01491
C40 3.50411 1.23488 2.94798
O9 4.56250 1.44389 3.75448
C41 4.67251 0.36916 4.71493
C42 3.27557 -0.23664 4.79462
C43 2.75732 -0.01646 3.37563
H74 5.41561 -0.34255 4.35172
H75 5.01091 0.77337 5.66422
H76 3.27372 -1.27637 5.11087
H77 2.66378 0.32843 5.49744
H78 3.03072 -0.83666 2.70976
H79 1.68399 0.14611 3.35301
O10 0.71772 0.32615 5.25047
C44 0.29453 1.13106 6.02622
O11 -0.60743 2.07942 5.67460
C45 -0.84857 2.97299 6.78157
C46 -0.44923 2.18397 8.02463
C47 0.67946 1.29927 7.48784
H80 -0.23995 3.86769 6.64179
H81 -1.89655 3.25868 6.78847
H82 -0.16094 2.81660 8.85996
H83 -1.28072 1.55909 8.34936
H84 1.64922 1.79537 7.53883
H85 0.72400 0.33666 7.98630
O12 5.85915 3.52141 -9.55232
C48 6.83783 3.91929 -8.98720
O13 6.94022 3.91236 -7.64239
C49 8.17531 4.54307 -7.23361
C50 9.08960 4.44677 -8.44993
C51 8.08613 4.52133 -9.60584
H86 7.95878 5.57534 -6.95546
H87 8.57199 4.02292 -6.36747
H88 9.85462 5.21790 -8.47359
H89 9.58951 3.47900 -8.46135
H90 7.86993 5.54908 -9.89860
H91 8.40423 3.94573 -10.46844


[2]
Here is 6 unconnected molecules or ions with the total composition C51H97FNO12PS2 in a non-equilibrium geometry from the Open Molecules 2025 dataset. Energies are from wB97M-V/def2-TZVPD.

As for the orbital gap: 8.198 eV. For the LUMO energy, the calculation gives 0.36 eV. The SMILES is CCOCCCCCc1cc(F)c2c(c1CCCCCCCCCCCOC)Sc1c(cccc1[PH2]=S)N2.COCCOC.COCCOC.COCCOC.COCCOC.COCCOC. As for the strongest force on any atom: 1.16 eV/A.

Geometry (Å):
C1 5.15463 -0.07531 4.53418
C2 4.47927 -0.60186 3.29099
O1 3.42576 0.26177 2.93723
C3 2.94514 0.06809 1.62553
C4 1.51227 0.52743 1.52518
C5 1.36557 2.02407 1.21821
C6 1.19380 2.31899 -0.26497
C7 -0.24852 2.20826 -0.77096
C8 -0.67862 0.79941 -1.05309
C9 -0.06586 0.18046 -2.13067
C10 -0.38895 -1.10547 -2.45297
F1 0.21683 -1.70263 -3.50217
C11 -1.30766 -1.85415 -1.74217
C12 -1.93003 -1.23511 -0.65453
C13 -1.62583 0.10531 -0.29736
C14 -2.27745 0.82807 0.85661
C15 -3.32410 1.85986 0.41082
C16 -4.35651 2.23926 1.46799
C17 -5.45356 1.22926 1.76004
C18 -5.95518 1.24592 3.21105
C19 -5.79682 -0.09559 3.90856
C20 -6.23845 -0.07542 5.37673
C21 -7.18215 -1.21320 5.79404
C22 -8.50316 -0.74162 6.37880
C23 -8.41379 0.15932 7.60609
C24 -7.33090 -0.19329 8.58984
O2 -7.59900 -1.46424 9.14925
C25 -6.46645 -2.26044 9.40077
S1 -3.16004 -2.13245 0.25498
C26 -2.80765 -3.80668 -0.19440
C27 -2.07340 -4.12777 -1.32883
C28 -1.86359 -5.46685 -1.64219
C29 -2.36909 -6.47770 -0.84947
C30 -3.10784 -6.17024 0.27815
C31 -3.31806 -4.83830 0.61058
P1 -4.29199 -4.49628 2.07878
S2 -4.97937 -6.04311 3.04760
N1 -1.56296 -3.16014 -2.20770
H1 5.58853 -0.88355 5.10938
H2 4.43049 0.44696 5.14605
H3 5.94311 0.62297 4.28405
H4 5.20005 -0.66214 2.47388
H5 4.09896 -1.61223 3.45290
H6 3.00573 -0.98896 1.36201
H7 3.56970 0.60494 0.90610
H8 0.99798 0.24605 2.43732
H9 1.05777 -0.05314 0.72717
H10 0.51967 2.42661 1.76447
H11 2.26801 2.52103 1.56019
H12 1.85652 1.69095 -0.85650
H13 1.51206 3.34415 -0.43105
H14 -0.33793 2.78652 -1.68457
H15 -0.89013 2.68697 -0.04224
H16 0.66533 0.69202 -2.73364
H17 -2.71366 0.14240 1.57425
H18 -1.48081 1.34128 1.38709
H19 -3.83953 1.47879 -0.46731
H20 -2.82591 2.77328 0.10201
H21 -3.84116 2.49004 2.39279
H22 -4.83687 3.15036 1.12419
H23 -5.08773 0.23084 1.54538
H24 -6.28141 1.39845 1.07969
H25 -7.01105 1.49906 3.25505
H26 -5.41043 1.99302 3.78108
H27 -4.74402 -0.36507 3.85479
H28 -6.40448 -0.80305 3.35712
H29 -5.35353 -0.07890 6.00409
H30 -6.73518 0.87557 5.55751
H31 -7.42012 -1.79394 4.90935
H32 -6.68210 -1.90141 6.46721
H33 -9.14116 -1.59441 6.58101
H34 -9.00025 -0.17690 5.59117
H35 -8.26284 1.19025 7.29667
H36 -9.35665 0.12466 8.14435
H37 -6.35033 -0.19104 8.11792
H38 -7.30743 0.55869 9.38035
H39 -5.61799 -1.66940 9.73981
H40 -6.72591 -2.98682 10.16041
H41 -6.15803 -2.80217 8.50676
H42 -1.29677 -5.71830 -2.52343
H43 -2.18783 -7.50434 -1.11105
H44 -3.52898 -6.94145 0.89809
H45 -5.30045 -3.65199 1.61369
H46 -3.46220 -3.69387 2.86382
H47 -0.70937 -3.51382 -2.61453
C32 4.05060 5.33218 -3.44819
O3 3.21583 4.22411 -3.16338
C33 3.22074 3.22600 -4.16798
C34 4.11812 2.06168 -3.81402
O4 5.48076 2.44078 -3.72847
C35 5.92359 2.65570 -2.40011
H48 4.19260 5.88000 -2.51837
H49 5.02511 5.01621 -3.82729
H50 3.58027 5.99656 -4.18047
H51 3.51764 3.65302 -5.13105
H52 2.19501 2.85487 -4.26636
H53 4.03665 1.30654 -4.60184
H54 3.78866 1.60546 -2.87413
H55 6.10726 1.70265 -1.89178
H56 5.20026 3.23655 -1.82397
H57 6.85989 3.20995 -2.45121
C36 -4.30980 -0.06326 -3.10609
O5 -3.33145 0.66393 -3.82736
C37 -2.73400 -0.07564 -4.87777
C38 -3.33971 0.24549 -6.22511
O6 -4.70210 -0.13243 -6.30823
C39 -5.60704 0.93537 -6.10071
H58 -4.87717 0.65200 -2.51162
H59 -4.99784 -0.59760 -3.76486
H60 -3.82188 -0.77309 -2.43261
H61 -2.80778 -1.15033 -4.67836
H62 -1.67144 0.18920 -4.89897
H63 -2.79870 -0.31514 -6.99344
H64 -3.22466 1.31284 -6.44129
H65 -5.67037 1.57161 -6.99061
H66 -5.31855 1.54756 -5.24340
H67 -6.58650 0.49951 -5.91160
C40 8.22043 2.95335 -7.70153
O7 8.10703 3.93338 -6.68596
C41 7.97065 3.39023 -5.38148
C42 9.28776 3.38808 -4.63792
O8 10.25012 2.53908 -5.24071
C43 11.17719 3.21877 -6.06462
H68 8.59721 3.44353 -8.59733
H69 8.91416 2.15778 -7.42065
H70 7.24266 2.51269 -7.92695
H71 7.55506 2.38144 -5.42405
H72 7.25805 4.01786 -4.84181
H73 9.11987 3.01222 -3.62360
H74 9.67528 4.40956 -4.56012
H75 11.93078 3.73686 -5.46041
H76 10.68223 3.94214 -6.71645
H77 11.67547 2.47046 -6.67943
C44 10.98764 2.32418 -13.83870
O9 12.06994 2.28753 -12.92745
C45 11.95917 3.21919 -11.86657
C46 11.43940 2.58560 -10.59608
O10 10.11311 2.10643 -10.73465
C47 10.03152 0.71253 -10.97052
H78 11.03171 1.41306 -14.43263
H79 10.02628 2.36576 -13.32210
H80 11.07194 3.18600 -14.50950
H81 11.31516 4.05554 -12.15679
H82 12.96098 3.61537 -11.67447
H83 11.43024 3.34487 -9.80724
H84 12.10710 1.77797 -10.27923
H85 10.19781 0.15080 -10.04447
H86 10.75532 0.38800 -11.72082
H87 9.02650 0.50195 -11.33215
C48 -5.70740 -5.03127 14.87919
O11 -7.00515 -5.59043 14.80985
C49 -7.89600 -4.87045 13.97555
C50 -8.03009 -5.49044 12.60338
O12 -6.81551 -5.45371 11.87445
C51 -6.09582 -6.67243 11.89718
H88 -5.04949 -5.78738 15.30410
H89 -5.33537 -4.75112 13.89123
H90 -5.69667 -4.14972 15.52956
H91 -7.57546 -3.82772 13.88349
H92 -8.87670 -4.88040 14.46077
H93 -8.76860 -4.91797 12.03407
H94 -8.39376 -6.51925 12.68968
H95 -6.54421 -7.40193 11.21394
H96 -6.05759 -7.09887 12.90181
H97 -5.08199 -6.45807 11.56343